Entry from the Open Molecules 2025 dataset: a cluster of 12 separate species, C48H132N12O12 in total (ωB97M-V/def2-TZVPD).

Last column: Mulliken spin population.
Atoms and positions in Å:
O1 -5.22 -1.65 -2.22  0.000
O2 2.59 -2.26 -3.95  0.000
O3 3.47 -6.25 0.39  0.000
O4 -0.43 -1.56 5.90  0.002
O5 4.81 -4.44 6.64  0.000
O6 -0.42 1.48 0.20  0.010
O7 -0.26 -5.95 -2.41  0.000
O8 2.39 2.10 -2.87  0.000
O9 -2.54 6.21 1.29  0.000
O10 -5.49 2.70 -0.05  0.000
O11 2.05 5.59 2.30  0.000
O12 0.40 6.16 -2.92  0.000
N1 1.99 9.27 -4.32  0.000
N2 -1.09 3.37 2.28  -0.001
N3 -2.63 -2.90 3.06  0.701
N4 -0.02 -8.53 -3.87  0.000
N5 -2.60 9.62 2.75  0.000
N6 4.77 -9.60 1.41  0.000
N7 -2.54 -1.73 -1.39  0.007
N8 0.52 4.38 -5.09  0.000
N9 0.79 -3.63 -6.97  0.000
N10 -6.38 0.88 2.11  0.001
N11 -1.19 -0.99 1.13  0.150
N12 2.29 -1.84 5.94  0.000
C1 1.20 -1.72 1.21  0.009
C2 -2.87 -0.77 -2.40  0.000
C3 -4.16 -1.14 -3.12  0.000
C4 0.83 4.97 1.88  0.000
C5 -0.24 2.51 -0.79  -0.009
C6 0.24 -9.73 -1.70  0.000
C7 0.09 4.03 2.89  0.000
C8 3.58 2.14 -2.07  0.000
C9 -4.68 1.71 0.57  0.001
C10 0.77 3.17 -4.31  0.000
C11 0.21 -4.70 -1.92  0.000
C12 -0.85 -2.41 4.75  0.007
C13 2.47 -9.05 1.06  0.000
C14 1.51 -2.44 -4.81  0.000
C15 3.06 -2.77 -6.86  0.000
C16 2.08 3.40 -3.43  0.000
C17 -0.64 6.45 -2.07  0.000
C18 0.86 8.50 -3.85  0.000
C19 0.50 0.41 -0.02  0.044
C20 2.65 6.47 1.31  0.000
C21 2.91 -3.14 5.84  0.000
C22 3.19 -3.59 4.41  0.000
C23 1.37 7.20 -3.19  0.000
C24 -5.10 1.62 2.05  -0.003
C25 3.51 -4.91 0.82  0.000
C26 0.21 -0.55 1.18  -0.034
C27 -3.26 -2.95 5.38  0.034
C28 -1.76 7.74 3.89  0.000
C29 0.98 2.88 3.44  0.000
C30 -4.15 0.70 2.83  0.003
C31 0.41 -7.14 -1.90  0.000
C32 -5.38 2.74 -1.48  0.000
C33 -0.23 -8.42 -2.45  0.000
C34 -0.15 8.30 -4.96  0.000
C35 -6.35 -2.36 -2.73  0.000
C36 -2.37 -2.30 4.33  0.024
C37 4.20 -7.20 1.22  0.000
C38 -2.12 8.24 2.49  0.000
C39 2.33 -1.57 -2.77  0.000
C40 0.90 2.03 -5.38  0.000
C41 -1.72 -0.68 -3.41  -0.001
C42 -3.32 5.49 0.37  0.000
C43 -0.28 -0.14 5.61  0.006
C44 3.89 -8.64 0.75  0.000
C45 5.99 -4.53 7.46  0.000
C46 1.90 -3.30 -6.00  0.000
C47 -3.22 7.39 1.81  0.000
C48 4.21 -3.15 6.68  0.000
H1 -3.96 -1.96 -3.81  0.000
H2 0.67 -2.98 -4.39  0.000
H3 -0.77 -0.28 -3.05  0.000
H4 -4.74 0.82 -0.06  -0.001
H5 -0.11 -9.78 -0.66  0.000
H6 4.50 2.13 -2.65  0.000
H7 2.90 -1.70 -7.05  0.000
H8 4.13 -2.95 7.75  0.000
H9 2.22 -1.34 1.24  0.000
H10 1.51 0.84 -0.03  0.000
H11 2.01 7.30 1.04  0.000
H12 -3.01 0.18 -1.88  0.000
H13 3.20 -3.22 -7.84  0.000
H14 3.24 -1.31 -2.24  0.000
H15 -3.11 -4.02 5.52  0.003
H16 1.43 4.59 -5.48  0.000
H17 5.67 -4.44 8.50  0.000
H18 5.67 -9.59 0.95  0.000
H19 -6.39 0.22 1.34  0.000
H20 0.30 -7.14 -0.81  0.000
H21 -3.60 1.84 0.53  0.001
H22 2.49 -4.51 0.83  0.000
H23 3.80 -2.84 3.91  0.000
H24 1.84 7.45 -2.24  0.000
H25 -1.26 0.33 5.55  -0.001
H26 -1.97 -0.10 -4.30  0.000
H27 3.94 -7.15 2.28  0.000
H28 -1.38 -1.43 0.24  0.014
H29 1.00 1.03 -4.95  0.000
H30 -3.16 1.16 2.95  0.002
H31 -4.42 0.52 3.88  0.000
H32 2.24 -3.93 6.19  0.000
H33 3.69 -4.56 4.33  0.000
H34 -5.28 2.58 2.53  0.000
H35 -0.97 8.35 4.31  0.000
H36 0.36 9.12 -3.10  0.000
H37 2.25 -10.06 0.73  0.000
H38 -2.64 -1.25 4.16  0.031
H39 -6.01 -3.23 -3.29  0.000
H40 -3.37 5.89 -0.64  0.000
H41 0.12 0.21 6.57  0.001
H42 -1.23 7.30 -2.42  0.000
H43 2.35 -8.97 2.14  0.000
H44 -5.43 1.74 -1.91  0.000
H45 -2.08 -2.47 2.33  -0.031
H46 -2.69 -2.67 -1.72  0.000
H47 0.20 -0.12 -0.92  -0.004
H48 1.87 2.16 -5.86  0.000
H49 -0.30 6.77 -1.09  0.000
H50 0.45 0.05 4.83  -0.001
H51 -0.67 -9.18 -4.28  0.000
H52 -4.35 5.47 0.72  0.000
H53 3.99 -4.39 -0.01  0.000
H54 1.06 -1.52 -5.17  0.000
H55 4.86 -2.35 6.32  0.000
H56 1.17 -4.48 -2.39  0.000
H57 2.28 -3.58 3.81  0.001
H58 -0.97 3.32 -0.80  -0.001
H59 0.27 5.16 -4.51  0.000
H60 1.15 4.44 0.98  0.000
H61 -0.69 -3.49 4.75  -0.005
H62 -6.19 3.36 -1.86  0.000
H63 -3.65 7.97 0.99  0.000
H64 1.63 -2.10 -2.12  0.000
H65 2.13 6.74 -3.83  0.000
H66 -7.17 1.47 1.91  0.000
H67 -2.62 7.93 4.53  0.000
H68 -4.43 3.18 -1.76  0.000
H69 -1.31 5.59 -2.03  0.000
H70 1.69 10.18 -4.64  0.000
H71 -2.42 10.23 1.96  0.000
H72 -6.93 -2.74 -1.89  0.000
H73 -3.05 4.44 0.28  0.000
H74 0.78 2.91 -0.77  0.002
H75 2.23 -4.27 -5.64  0.000
H76 0.43 2.36 4.23  0.000
H77 1.74 -8.35 0.64  0.000
H78 3.72 3.07 -1.53  0.000
H79 -6.99 -1.79 -3.40  0.000
H80 -4.32 -2.82 5.17  -0.002
H81 -1.09 8.07 -4.46  0.000
H82 -2.04 10.08 3.46  0.000
H83 1.15 -2.36 0.33  0.004
H84 -1.29 6.76 3.93  0.000
H85 0.01 -4.11 -6.55  0.000
H86 4.09 -8.68 -0.33  0.000
H87 -0.12 -10.62 -2.21  0.000
H88 -1.44 -1.72 -3.57  0.000
H89 -4.05 -0.32 2.44  -0.007
H90 -3.56 -2.71 2.71  -0.014
H91 1.32 -9.84 -1.66  0.000
H92 6.44 -5.51 7.36  0.000
H93 5.25 -6.96 1.10  0.000
H94 -0.52 -3.90 -2.05  0.000
H95 1.43 -7.17 -2.27  0.000
H96 0.48 -4.75 -0.86  0.000
H97 1.27 2.16 2.68  0.000
H98 -1.26 8.30 1.82  0.000
H99 -1.66 4.11 1.91  0.000
H100 0.12 1.98 -6.14  0.000
H101 -4.55 -0.34 -3.74  0.000
H102 2.86 5.92 0.39  0.000
H103 4.03 -4.62 1.73  0.000
H104 0.09 5.70 1.56  0.000
H105 1.93 4.07 -2.58  0.000
H106 -4.04 7.12 2.48  0.000
H107 1.88 3.33 3.84  0.000
H108 3.70 1.23 -1.47  0.000
H109 -3.04 -2.39 6.29  -0.001
H110 6.66 -3.74 7.11  0.000
H111 -1.74 -0.15 1.21  0.025
H112 1.10 -2.36 2.09  0.003
H113 -0.27 -2.11 3.88  0.025
H114 -0.80 2.72 1.56  0.001
H115 -3.25 -1.77 -0.68  0.000
H116 0.11 7.44 -5.57  0.000
H117 0.49 -0.02 2.09  0.005
H118 2.18 -1.79 6.94  0.000
H119 1.95 -0.60 -3.08  0.000
H120 2.89 3.71 -4.09  0.000
H121 4.04 -2.75 -6.38  0.000
H122 -0.21 9.21 -5.57  0.000
H123 -0.26 4.58 3.76  0.000
H124 4.94 -9.42 2.39  0.000
H125 1.34 -1.87 5.59  0.000
H126 -1.30 -8.20 -2.39  0.000
H127 3.59 6.89 1.68  0.000
H128 -0.33 2.04 -1.77  -0.002
H129 0.03 3.10 -3.51  0.000
H130 1.17 -4.33 -7.59  0.000
H131 2.53 9.59 -3.53  0.000
H132 -0.26 -7.58 -4.13  0.000

Summary:
frontier orbital gap (alpha / beta)	8.38 / 2.97	eV
LUMO level (alpha / beta)	-2.20 / -7.61	eV
multiplicity	2
energy relative to the best compared isomer or geometry (same formula, charge and spin)	115.47	kJ/mol
net charge	+1
highest occupied orbital energy (alpha / beta)	-10.58 / -10.58	eV